--- 1 ---
This record from OMol25 describes the molecule C2H4N4OS. The level of theory is wB97M-V/def2-TZVPD.

Last column: natural (NBO) charge in e.
Geometry (Å):
C 0.34718 -1.46733 -0.13198  0.170
C -0.22625 0.63097 0.05661  0.501
H 2.74105 -0.11653 1.30860  0.123
H 1.04373 -2.24046 -0.20565  0.199
H -2.53488 0.79617 -0.76481  0.466
H 0.35032 2.36610 -0.39938  0.355
N 0.87826 -0.22267 -0.00930  -0.547
N -0.90911 -1.57685 -0.11908  -0.240
N -1.26738 -0.29348 0.15332  -0.001
N -0.48102 1.86038 -0.10911  -0.780
O -2.55797 0.14020 0.21914  -0.475
S 2.61606 0.12350 0.00166  0.230

Properties
E_LUMO: 0.0045 Eh
M: 132.15 g mol⁻¹
SMILES: [H]/N=c1\n(S)cnn1O

--- 2 ---
This record from OMol25 describes a cluster of 2 separate species, C2H4N4OS in total. The level of theory is wB97M-V/def2-TZVPD.

Last column: natural (NBO) charge in e.
Geometry (Å):
C -0.66570 0.49969 0.41803  0.427
C -0.48093 0.89378 -2.06997  0.247
N -1.05627 -0.62920 0.36895  -0.160
N -0.67923 -0.22014 -2.46071  -0.640
N -0.87158 -1.76262 -0.15473  -0.096
N -0.69826 1.68746 1.00625  -0.784
O 0.50485 -2.07408 0.06290  -0.587
S -0.09768 2.47874 -1.99628  -0.154
H -0.97855 -1.14565 -2.14244  0.450
H -0.11494 2.33496 0.43090  0.420
H -0.54500 1.88769 1.95835  0.396
H 0.31524 -3.08017 0.36415  0.480

Properties
E_LUMO (alpha / beta): 0.0074 / 0.0074 Eh
M: 132.15 g mol⁻¹

1 (26.6 kcal/mol below the next structure)

--- 1 ---
This record from OMol25 describes the molecule CH4FNS2. The level of theory is wB97M-V/def2-TZVPD.

Last column: natural (NBO) charge in e.
Geometry (Å):
C -0.12822 -0.52953 -0.46108  -0.436
N 1.01782 0.32298 -0.35530  -0.753
F 3.09509 -0.70686 0.78870  -0.532
S 0.77690 2.09772 0.22399  0.127
S 2.44712 -0.17007 -0.68721  0.826
H -1.09282 0.03202 -0.64770  0.221
H 0.07568 -1.32382 -1.22362  0.222
H -0.33190 -1.18615 0.49637  0.201
H 0.48763 2.75278 -0.95315  0.123

Properties
E_LUMO: 0.0046 Eh
M: 113.18 g mol⁻¹
SMILES: CN(S)SF

--- 2 ---
This record from OMol25 describes the molecule CH4FNS2. The level of theory is wB97M-V/def2-TZVPD.

Last column: natural (NBO) charge in e.
Geometry (Å):
C -0.73795 -0.47275 -1.32892  -0.455
N -0.98351 0.04862 -0.10397  -0.715
F 1.04859 1.76878 0.19062  -0.551
S 1.78071 0.05631 2.04004  -0.258
S -0.05351 0.68325 1.01054  1.187
H -1.65720 -0.22188 -2.00484  0.221
H 0.13224 0.11374 -1.77494  0.207
H -0.57735 -1.58903 -1.22614  0.215
H 1.04797 -0.38705 3.19761  0.149

Properties
E_LUMO: -0.0118 Eh
M: 113.18 g mol⁻¹

1 (18.5 kcal/mol below the next structure)

--- 1 ---
This record from OMol25 describes a cluster of 2 separate species, C2H3Br in total. The level of theory is wB97M-V/def2-TZVPD.

Last column: natural (NBO) charge in e.
Geometry (Å):
C 1.29885 -0.68594 0.08202  -0.228
C 1.85295 0.36946 0.18182  -0.232
Br -3.48645 -0.03388 0.25615  -0.201
H -2.83557 0.65272 -0.78867  0.201
H 1.23441 -1.69908 -0.18982  0.228
H 1.93582 1.39673 0.45851  0.232

Properties
E_LUMO: 0.0309 Eh
M: 106.95 g mol⁻¹
SMILES: C#C.Br

--- 2 ---
This record from OMol25 describes the molecule C2H3Br. The level of theory is wB97M-V/def2-TZVPD.

Last column: natural (NBO) charge in e.
Geometry (Å):
C 0.05068 -0.20116 -0.38829  -0.393
C -0.85067 -0.08382 0.73404  -0.303
Br -2.45672 -1.04973 0.87563  0.059
H 0.96065 0.23982 -0.40242  0.201
H -0.35110 -0.76339 -1.27292  0.212
H -0.69983 0.48929 1.69195  0.224

Properties
E_LUMO: 0.0342 Eh
M: 106.95 g mol⁻¹
SMILES: C=CBr

2 (25.1 kcal/mol below the next structure)

--- 1 ---
This record from OMol25 describes the molecule C2H5NS2. The level of theory is wB97M-V/def2-TZVPD.

Last column: natural (NBO) charge in e.
Geometry (Å):
C -0.54247 -0.97737 1.52514  -0.739
C 0.17556 1.24941 -1.45989  -0.045
H -0.50608 -1.97677 1.05590  0.223
H -1.49574 -0.48510 1.32467  0.222
H -0.31474 -1.06350 2.60377  0.232
H 1.19417 -0.31604 -1.30293  0.408
H -0.29653 2.14236 -1.01077  0.208
N 0.75872 0.34620 -0.61168  -0.793
S 0.85975 0.14988 0.97910  0.427
S 0.16735 0.93092 -3.10331  -0.143

Properties
E_LUMO: 0.0061 Eh
M: 107.20 g mol⁻¹
SMILES: CSNC=S

--- 2 ---
This record from OMol25 describes a cluster of 2 separate species, C2H5NS2 in total. The level of theory is wB97M-V/def2-TZVPD.

Last column: natural (NBO) charge in e.
Geometry (Å):
C 0.67040 0.32716 0.36039  -0.558
C -1.22282 0.51113 -0.53168  -0.536
N 2.54243 -1.42718 0.56583  -1.049
S 1.82254 1.60344 0.03875  -0.060
S 1.93478 -0.53447 -0.53382  0.989
H 0.46776 0.01147 1.37193  0.238
H -1.69056 -0.41967 -0.26923  0.200
H -0.97802 0.63186 -1.57072  0.201
H -1.61396 1.38917 -0.05232  0.205
H 3.45519 -1.80169 0.34293  0.370

Properties
E_LUMO: -0.0022 Eh
M: 107.20 g mol⁻¹

1 (61.1 kcal/mol below the next structure)

--- 1 ---
This record from OMol25 describes the molecule C2H5NS2. The level of theory is wB97M-V/def2-TZVPD.

Last column: natural (NBO) charge in e.
Geometry (Å):
C -0.62111 0.25850 0.07858  -0.255
C -1.40765 -0.95025 0.07163  -0.716
N 1.47664 1.70008 0.34727  -0.948
S 3.12059 -0.83507 -0.16410  -0.376
S 1.26741 0.22618 -0.03956  0.977
H -1.06539 0.89983 -0.63084  0.204
H -1.00956 -1.86408 -0.53898  0.255
H -2.42371 -0.54469 -0.33884  0.229
H -1.64099 -1.17012 1.12386  0.235
H 2.30378 2.27962 0.09098  0.397

Properties
E_LUMO (alpha / beta): -0.0429 / -0.0500 Eh
M: 107.20 g mol⁻¹
SMILES: CC=S(=N)=S

--- 2 ---
This record from OMol25 describes a structure of composition C2H5NS2. The level of theory is wB97M-V/def2-TZVPD.

Last column: natural (NBO) charge in e.
Geometry (Å):
C 0.24969 1.06286 1.02884  -0.118
C -0.80225 -0.77473 -1.38344  -0.505
N 0.35287 1.40252 2.21843  -0.656
S 0.79794 -1.43664 -1.39949  0.116
S -1.19397 1.01618 0.20592  0.102
H 1.23451 0.83845 0.41463  0.148
H -1.02951 -0.30586 -2.44771  0.245
H -1.54106 -1.37571 -1.00569  0.200
H 1.25366 1.55272 2.59300  0.346
H 0.67811 -1.97980 -0.22449  0.121

Properties
E_LUMO: -0.0195 Eh
M: 107.20 g mol⁻¹

2 (72.6 kcal/mol below the next structure)

--- 1 ---
This record from OMol25 describes a structure of composition C14H19MnN9O4. The level of theory is wB97M-V/def2-TZVPD.

Last column: natural (NBO) charge in e.
Geometry (Å):
Mn 0.13674 1.22488 0.42385  1.594
N -1.89967 0.81543 -0.67296  -0.879
C -2.76930 0.78740 0.51603  -0.176
C -4.23471 0.48775 0.22712  -0.423
C -4.49716 -0.79037 -0.57950  -0.415
C -4.36878 -2.13463 0.15686  -0.228
N -3.18265 -2.32734 0.99636  -0.570
C -1.91870 -2.35978 0.57903  0.683
N -1.61100 -2.50039 -0.71913  -0.789
N -0.92788 -2.29319 1.45515  -0.754
C -2.53204 2.14713 1.23713  0.776
O -3.47084 2.70356 1.77398  -0.646
O -1.30615 2.51900 1.18127  -0.850
H -2.10248 1.65077 -1.21470  0.386
H -2.02274 0.02147 -1.28680  0.367
H -2.35662 0.05310 1.21380  0.179
H -4.64042 1.33503 -0.32960  0.231
H -4.78257 0.46283 1.17165  0.232
H -3.88202 -0.78691 -1.48469  0.183
H -5.53025 -0.76395 -0.93441  0.233
H -4.44097 -2.95922 -0.55709  0.203
H -5.21159 -2.24689 0.83644  0.227
H -3.30786 -2.22203 1.98970  0.416
H -2.33643 -2.54777 -1.41106  0.412
H -0.68275 -2.20088 -0.99813  0.456
H -1.08419 -1.85847 2.35842  0.430
H -0.01165 -2.05492 1.07495  0.446
O 0.62262 -0.49114 -1.06157  -0.677
N 1.85380 -0.48494 -1.44825  0.142
N 2.46728 0.58975 -1.17866  0.159
O 1.92594 1.61072 -0.57077  -0.689
C 3.85403 0.69855 -1.55404  0.166
C 4.43904 -0.24888 -2.38381  -0.239
C 5.77682 -0.11377 -2.71003  -0.203
C 6.51927 0.95295 -2.21880  -0.206
C 5.91577 1.89167 -1.39769  -0.196
C 4.57530 1.77164 -1.06076  -0.232
H 3.85366 -1.07178 -2.76461  0.237
H 6.24218 -0.84593 -3.35627  0.217
H 7.56453 1.05006 -2.47958  0.217
H 6.48533 2.72569 -1.01098  0.222
H 4.08716 2.49175 -0.42255  0.253
N 3.07080 2.55530 4.87134  -0.432
C 2.41034 1.68859 4.48655  0.433
N 1.69502 0.64969 4.11793  -0.660
C 1.09937 0.40367 3.04817  0.639
N 0.51645 0.01479 2.09075  -0.878

Properties
E_LUMO (alpha / beta): -0.0104 / -0.0105 Eh
M: 432.30 g mol⁻¹
2S+1: 6

--- 2 ---
This record from OMol25 describes a structure of composition C14H19MnN9O4. The level of theory is wB97M-V/def2-TZVPD.

Last column: natural (NBO) charge in e.
Geometry (Å):
Mn 1.27194 -1.12445 -0.24848  1.587
N -2.29259 -1.43489 -0.88758  -0.833
C -1.75109 -1.06125 -2.19212  -0.153
C -2.79656 -0.93564 -3.29093  -0.428
C -3.78907 0.16863 -2.95763  -0.425
C -3.27077 1.52882 -3.39108  -0.224
N -1.87812 1.78449 -2.94430  -0.565
C -1.45760 1.76172 -1.69229  0.690
N -2.32675 1.75806 -0.68866  -0.775
N -0.13317 1.75510 -1.39295  -0.783
C -0.62558 -2.03352 -2.56672  0.788
O -0.75913 -2.77048 -3.53482  -0.646
O 0.38960 -1.91459 -1.81154  -0.879
H -2.83727 -2.28566 -0.95104  0.366
H -2.85165 -0.71657 -0.45275  0.351
H -1.22435 -0.11326 -2.06612  0.166
H -3.28729 -1.90149 -3.40875  0.238
H -2.31043 -0.73724 -4.25192  0.214
H -4.01145 0.14560 -1.88673  0.192
H -4.74573 0.03572 -3.46610  0.229
H -3.93305 2.33881 -3.07601  0.204
H -3.22277 1.57977 -4.47643  0.228
H -1.16357 1.59193 -3.62940  0.417
H -3.29375 1.97513 -0.85614  0.415
H -1.98002 1.87676 0.25062  0.442
H 0.50249 1.63240 -2.16768  0.403
H 0.13493 1.20342 -0.59481  0.434
O 0.05503 0.41837 0.76963  -0.691
N 0.33722 0.56978 2.00557  0.144
N 1.23169 -0.22039 2.42319  0.182
O 1.84453 -1.07703 1.65311  -0.661
C 1.65121 -0.12687 3.82426  0.164
C 0.88328 0.56570 4.74091  -0.240
C 1.30830 0.62334 6.05910  -0.200
C 2.48583 -0.00520 6.44489  -0.201
C 3.24155 -0.68615 5.50499  -0.194
C 2.82351 -0.75418 4.17923  -0.230
H -0.03091 1.04781 4.42613  0.236
H 0.71180 1.15793 6.78811  0.220
H 2.80806 0.03352 7.47828  0.220
H 4.16648 -1.16926 5.79380  0.224
H 3.39501 -1.27741 3.42687  0.256
N 7.57204 -0.03718 -1.21171  -0.461
C 6.52780 -0.49358 -1.43073  0.442
N 5.38243 -1.04128 -1.75314  -0.673
C 4.19056 -0.87395 -1.38501  0.650
N 3.05738 -0.76126 -1.10512  -0.839

Properties
E_LUMO (alpha / beta): -0.0129 / -0.0129 Eh
M: 432.30 g mol⁻¹
2S+1: 6

1 (25.8 kcal/mol below the next structure)